C3H6NOP in the gas phase in a non-equilibrium geometry. Source: the OMol25 dataset; level of theory: ωB97M-V/def2-TZVPD.

```
! wB97M-V def2-TZVPD RIJCOSX def2/J DEFGRID3
* xyz 0 1
P -1.50247 2.17348 -0.45232
C -0.26143 0.95558 -0.26779
N 0.90946 0.74509 -0.66638
C 1.32466 -0.58825 -0.31719
C 0.12322 -1.28447 0.34671
O -0.85182 -0.35077 0.51104
H -1.43516 2.48266 0.88968
H -2.28258 1.17080 -0.29445
H 2.06043 -0.44780 0.39028
H 1.67854 -1.13014 -1.11889
H -0.25775 -2.07265 -0.35340
H 0.49489 -1.65354 1.33270
*
```

Output
**Orbital gap**: 10.54 eV
**Energy above the lowest of the compared OMol25 structures with the same formula, charge and spin**: 49.45 kcal/mol
**SMILES**: PC1=NCCO1